C21H52FN2O16P4 | the ωB97M-V functional and the def2-TZVPD basis

CARTESIAN COORDINATES (ANGSTROEM)
1 C -2.250 3.779 -0.948
2 C -0.766 4.108 -0.648
3 C -0.047 4.284 -1.984
4 C 1.292 5.075 -1.922
5 C 1.285 6.206 -0.971
6 N 0.666 7.384 -1.135
7 C 0.895 8.195 -0.062
8 C 1.682 7.526 0.810
9 N 1.894 6.296 0.206
10 C 2.717 5.304 0.926
11 C 1.808 4.322 1.686
12 F 3.498 4.605 0.050
13 H -2.268 3.174 -1.856
14 H -2.724 4.727 -1.195
15 H -2.727 3.286 -0.112
16 H -0.338 3.272 -0.098
17 H -0.786 5.009 -0.029
18 H -0.688 4.723 -2.747
19 H 0.211 3.285 -2.334
20 H 1.448 5.507 -2.913
21 H 2.114 4.389 -1.758
22 H 0.108 7.612 -1.941
23 H 0.487 9.182 0.055
24 H 2.074 7.818 1.764
25 H 3.387 5.814 1.611
26 H 2.139 4.278 2.719
27 H 0.779 4.672 1.663
28 H 1.811 3.354 1.193
29 C -3.831 8.462 1.926
30 O -4.436 7.376 2.649
31 P -3.490 6.045 2.910
32 O -3.638 5.291 1.643
33 O -4.450 5.505 4.100
34 C -5.613 6.181 4.593
35 O -2.203 5.280 3.592
36 C -1.735 5.745 4.875
37 H -4.575 9.246 1.814
38 H -2.977 8.865 2.473
39 H -3.513 8.127 0.936
40 H -6.434 6.084 3.886
41 H -5.407 7.226 4.805
42 H -5.896 5.689 5.522
43 H -2.484 5.564 5.644
44 H -1.489 6.808 4.840
45 H -0.834 5.188 5.119
46 C 1.729 -3.749 -2.730
47 O 1.458 -2.430 -3.260
48 P 1.552 -1.167 -2.175
49 O 0.160 -1.338 -1.659
50 O 1.645 -0.025 -3.329
51 C 1.839 -0.305 -4.719
52 O 2.000 -0.104 -0.981
53 C 3.341 0.427 -1.009
54 H 1.609 -4.465 -3.540
55 H 2.750 -3.814 -2.355
56 H 1.027 -3.990 -1.931
57 H 0.919 -0.688 -5.157
58 H 2.658 -1.001 -4.875
59 H 2.089 0.637 -5.204
60 H 3.485 1.064 -1.883
61 H 4.080 -0.374 -1.010
62 H 3.480 1.022 -0.108
63 C -4.146 -6.236 2.071
64 O -2.731 -5.975 1.988
65 P -2.072 -5.968 0.463
66 O -1.828 -7.434 0.321
67 O -0.738 -5.181 0.951
68 C -0.535 -4.647 2.260
69 O -1.803 -5.529 -1.094
70 C -1.908 -4.131 -1.446
71 H -4.426 -6.232 3.120
72 H -4.714 -5.463 1.553
73 H -4.376 -7.213 1.642
74 H -0.322 -5.449 2.965
75 H -1.389 -4.061 2.588
76 H 0.334 -3.993 2.207
77 H -1.125 -3.555 -0.953
78 H -2.886 -3.730 -1.179
79 H -1.782 -4.048 -2.522
80 C 0.533 -7.683 -1.099
81 O 1.982 -7.661 -1.264
82 P 2.833 -8.667 -0.290
83 O 2.980 -7.891 0.960
84 O 4.169 -8.628 -1.230
85 C 4.275 -7.904 -2.451
86 O 3.183 -10.183 0.215
87 C 3.130 -11.253 -0.749
88 H 0.099 -6.962 -1.780
89 H 0.146 -8.672 -1.342
90 H 0.260 -7.429 -0.083
91 H 4.378 -6.837 -2.251
92 H 3.426 -8.093 -3.103
93 H 5.179 -8.250 -2.951
94 H 3.907 -11.128 -1.504
95 H 2.151 -11.298 -1.228
96 H 3.298 -12.185 -0.216

HOMO level in eV: -10.470
Charge: +1
Electronic energy in hartree: -3609.76444
Kohn-Sham gap in eV: 7.353
E_LUMO in Eh: -0.11454
Multiplicity: 1

C3H10O2S2 | the ωB97M-V functional and the def2-TZVPD basis

CARTESIAN COORDINATES (ANGSTROEM)
1 C -1.020 -1.556 0.978
2 C -2.320 -1.602 0.180
3 O -2.397 -0.569 -0.778
4 C 0.177 -1.396 0.024
5 S 1.448 -0.281 0.717
6 S 0.504 1.504 0.729
7 H -1.048 -0.768 1.722
8 H -0.888 -2.469 1.565
9 H -3.165 -1.514 0.850
10 H -2.415 -2.544 -0.340
11 H -2.412 0.285 -0.333
12 H 0.788 -2.275 -0.153
13 H -0.082 -0.927 -0.937
14 H 1.600 2.054 0.171
15 H 0.942 1.984 -2.487
16 H 1.962 3.065 -2.765
17 O 1.741 2.153 -2.994

HOMO level (spin up / spin down) in eV: -14.559 / -14.570
Charge: +1
⟨S²⟩: 0.75
Electronic energy in hartree: -1066.82304
Kohn-Sham gap (spin up / spin down) in eV: 9.721 / 6.199
E_LUMO (spin up / spin down) in Eh: -0.17779 / -0.30762
Multiplicity: 2

C22H30N2O2S | the ωB97M-V functional and the def2-TZVPD basis

CARTESIAN COORDINATES (ANGSTROEM)
1 C -6.012 -2.688 -0.264
2 C -5.750 -1.202 -0.530
3 C -4.990 -1.049 -1.849
4 C -7.115 -0.513 -0.682
5 C -5.049 -0.515 0.666
6 C -3.545 -0.691 0.950
7 C -3.077 -2.145 1.013
8 C -3.246 -0.016 2.298
9 N -2.797 0.018 -0.091
10 C -1.469 0.123 -0.176
11 O -0.668 -0.412 0.578
12 C -1.002 1.038 -1.293
13 S -1.233 2.776 -0.765
14 C -0.211 2.827 0.747
15 C 1.267 2.611 0.438
16 O 2.001 3.542 0.188
17 N 1.620 1.303 0.474
18 C 2.872 0.726 0.237
19 C 4.024 1.492 -0.038
20 C 5.218 0.870 -0.261
21 C 5.335 -0.535 -0.225
22 C 6.559 -1.198 -0.451
23 C 6.633 -2.562 -0.408
24 C 5.486 -3.325 -0.137
25 C 4.285 -2.714 0.087
26 C 4.175 -1.307 0.050
27 C 2.954 -0.648 0.277
28 H -5.100 -3.274 -0.291
29 H -6.483 -2.828 0.706
30 H -6.683 -3.084 -1.023
31 H -4.001 -1.497 -1.798
32 H -5.541 -1.546 -2.644
33 H -4.891 0.000 -2.124
34 H -7.681 -0.968 -1.491
35 H -7.695 -0.606 0.233
36 H -6.997 0.545 -0.907
37 H -5.580 -0.830 1.567
38 H -5.215 0.562 0.568
39 H -3.711 -2.712 1.687
40 H -3.092 -2.604 0.029
41 H -2.055 -2.179 1.380
42 H -3.766 -0.528 3.102
43 H -2.179 -0.058 2.500
44 H -3.560 1.026 2.284
45 H -3.343 0.604 -0.704
46 H -1.605 0.928 -2.193
47 H 0.049 0.872 -1.529
48 H -0.351 3.838 1.127
49 H -0.601 2.099 1.457
50 H 0.891 0.614 0.671
51 H 3.944 2.566 -0.068
52 H 6.100 1.458 -0.470
53 H 7.438 -0.605 -0.659
54 H 7.574 -3.064 -0.582
55 H 5.563 -4.403 -0.106
56 H 3.400 -3.297 0.296
57 H 2.070 -1.234 0.486

HOMO level in eV: -7.760
SMILES: CC(C)(C)CC(C)(C)NC(=O)CSCC(=O)Nc1ccc2ccccc2c1
Electronic energy in hartree: -1514.57040
Kohn-Sham gap in eV: 8.121
E_LUMO in Eh: 0.01326
Multiplicity: 1

C3H9N3O2 | the ωB97M-V functional and the def2-TZVPD basis

CARTESIAN COORDINATES (ANGSTROEM)
1 C -2.682 -0.041 -0.410
2 C -1.484 -0.123 0.493
3 O -0.335 -0.775 -0.084
4 C 0.866 -0.108 -0.026
5 N 0.881 1.119 -0.059
6 N 2.162 1.633 -0.145
7 N 1.998 -0.759 0.000
8 O 2.053 -2.135 -0.099
9 H -2.621 -0.825 -1.093
10 H -3.529 -0.338 0.254
11 H -3.008 0.803 -0.835
12 H -1.698 -0.723 1.382
13 H -1.029 0.919 0.859
14 H 2.093 2.597 -0.455
15 H 2.504 1.504 0.788
16 H 2.782 -0.410 -0.402
17 H 1.048 -2.340 -0.167

HOMO level in eV: -7.993
SMILES: CCO/C(=N/N)NO
Electronic energy in hartree: -434.30111
Kohn-Sham gap in eV: 8.942
E_LUMO in Eh: 0.03485
Multiplicity: 1